2 unconnected molecules or ions with the total composition C5H14N2O at a distorted geometry. Source: the OMol25 dataset; level of theory: ωB97M-V with the def2-TZVPD basis set.

Output
structure (SMILES) = C/C=C/O.CC(N)N
2S+1 = 1
relative energy (zero: lowest compared OMol25 entry of this formula, charge and spin) = 78.3 kcal/mol

Each atom is followed by the atoms it is bonded to, with distances in Å.
Positions of all 22 atoms, in Å:
1 C -2.545 -1.213 0.205  C2 1.501, H5 1.087, H6 1.094, H7 1.096
2 C -1.809 0.094 0.169  C1 1.501, C3 1.367, H8 1.084
3 C -1.235 0.572 -0.976  C2 1.367, O4 1.383, H9 1.087
4 O -1.022 1.922 -1.189  C3 1.383, H10 0.969
5 H -2.243 -1.855 -0.619  C1 1.087
6 H -2.328 -1.749 1.134  C1 1.094
7 H -3.629 -1.063 0.154  C1 1.096
8 H -2.049 0.807 0.949  C2 1.084
9 H -1.395 0.057 -1.920  C3 1.087
10 H -0.489 2.269 -0.458  O4 0.969
11 C 0.939 -0.224 1.345  C12 1.481, H15 1.081, H16 1.088, H17 1.184
12 C 1.454 0.101 -0.004  C11 1.481, N13 1.444, N14 1.451, H18 1.245
13 N 2.036 1.421 -0.078  C12 1.444, H19 1.016, H20 1.014
14 N 2.282 -0.941 -0.581  C12 1.451, H21 1.015, H22 1.013
15 H 1.552 -0.941 1.874  C11 1.081
16 H 0.794 0.648 1.980  C11 1.088
17 H -0.187 -0.543 1.168  C11 1.184
18 H 0.402 0.235 -0.656  C12 1.245
19 H 2.860 1.467 0.516  N13 1.016
20 H 2.344 1.627 -1.022  N13 1.014
21 H 2.374 -0.832 -1.586  N14 1.015
22 H 1.893 -1.860 -0.404  N14 1.013